No. 1
DFT (ωB97M-V with the def2-TZVPD basis set) results for 10 unconnected molecules or ions with the total composition C4H27NO11 in a non-equilibrium geometry.

Values from the calculation:
**SMILES**: CN(C)CC(=O)O.O.O.O.O.O.O.O.O.O
**Kohn-Sham gap**: 9.19 eV
**Total energy**: -1050.8214 Eh
**HOMO energy**: -0.3311 Ha

Positions of all 43 atoms, in Å:
1 C 2.14121 1.93764 -0.23840
2 N 1.48642 1.25950 0.91983
3 C 2.53710 0.31102 1.46359
4 C 0.32849 0.50687 0.50854
5 C -0.94849 1.23558 0.72297
6 O -1.53541 1.15034 1.94314
7 O -1.38441 1.67981 -0.28426
8 H 2.09740 1.45247 -1.19997
9 H 3.26555 2.10179 -0.10798
10 H 1.58201 2.93930 -0.41853
11 H 2.20328 -0.14708 2.39426
12 H 2.81666 -0.50413 0.78618
13 H 3.45027 0.70669 1.60631
14 H 0.11951 -0.45735 1.09910
15 H 0.32074 0.13341 -0.48910
16 H -3.18181 2.09870 -0.41313
17 H -2.68110 -1.72826 -0.62622
18 H -3.27448 -1.43735 0.75278
19 O -2.93238 -1.06149 0.00332
20 H 2.64423 -3.21967 0.46273
21 H 1.71652 -2.99688 1.55919
22 O 1.95672 -2.77308 0.77465
23 H -1.03676 -2.55876 -2.55839
24 H -2.44948 -2.94889 -3.31925
25 O -2.00011 -2.84947 -2.41616
26 H 1.51611 -1.55003 -3.81788
27 H 0.83786 -1.05604 -2.64809
28 O 0.66455 -1.66589 -3.40163
29 H -1.58174 -3.15791 2.62488
30 H -1.77575 -1.83418 2.27927
31 O -1.33199 -2.31901 2.79487
32 H -0.27469 3.13854 -1.10541
33 H -1.53411 3.90557 -2.01605
34 O -0.49550 3.82274 -1.88204
35 H -4.24036 1.22188 0.17381
36 H -2.43709 1.50348 1.81216
37 O -3.56581 1.83373 0.38366
38 H 2.04106 -1.56027 3.93745
39 H 0.75150 -2.06768 3.50054
40 O 1.56423 -2.21720 3.95487
41 H 1.17990 2.95286 -2.68513
42 H 0.31302 2.11729 -3.57182
43 O 1.12713 2.10138 -3.25869

Results of the Mulliken charge analysis, in e, for atoms 1 through 5: number 1, C, carries -0.705; number 2, N, carries -0.182; number 3, C, carries -0.892; number 4, C, carries 1.336; number 5, C, carries 0.119

---

No. 2
DFT (ωB97M-V with the def2-TZVPD basis set) results for C2HCl2NS2 in the gas phase in a non-equilibrium geometry.

Values from the calculation:
**Kohn-Sham gap**: 8.57 eV
**Total energy**: -1848.2323 Eh
**HOMO energy**: -0.3431 Ha

Positions of all 8 atoms, in Å:
1 C 0.44617 -0.56902 0.09654
2 C 0.83458 0.72159 -0.05743
3 N -1.47802 0.71971 1.02892
4 S -0.24192 2.03524 0.30116
5 S -1.13767 -0.75150 0.68471
6 Cl 2.37484 0.94006 -0.63668
7 Cl -1.96629 -1.62646 -1.16756
8 H 1.16832 -1.46962 -0.24966

Results of the Mulliken charge analysis, in e, for atoms 1 through 5: number 1, C, carries -0.396; number 2, C, carries 0.574; number 3, N, carries -0.323; number 4, S, carries 0.038; number 5, S, carries 0.291

---

No. 3
DFT (ωB97M-V with the def2-TZVPD basis set) results for C7H11N in the gas phase in a non-equilibrium geometry.

Values from the calculation:
**SMILES**: C[C@H]1C=C[C@@H](N)C=C1
**Kohn-Sham gap**: 9.82 eV
**Total energy**: -327.9553 Eh
**HOMO energy**: -0.3203 Ha

Positions of all 19 atoms, in Å:
1 C 2.68726 -0.19470 0.57744
2 C 1.25757 -0.03611 -0.26966
3 C 0.52244 1.39132 -0.10459
4 C -0.80768 1.45604 -0.29573
5 C -1.70783 0.12826 -0.27694
6 C -0.99567 -1.14903 -0.35050
7 C 0.37184 -1.27382 -0.29438
8 H 2.45093 0.02140 1.65518
9 H 3.36466 0.55227 0.15331
10 H 3.39048 -1.07179 0.28595
11 H 1.72079 0.19021 -1.27938
12 H 1.07343 2.29119 -0.15774
13 H -1.28060 2.43642 -0.00522
14 H -2.20128 0.09790 -1.24783
15 H -3.06114 -1.05970 0.60406
16 H -3.30827 0.49274 0.97961
17 H -1.81308 -1.83604 -0.49674
18 H 0.88935 -2.28781 -0.26610
19 N -2.55322 -0.14876 0.78926

Results of the Mulliken charge analysis, in e, for atoms 1 through 5: number 1, C, carries -1.208; number 2, C, carries 0.646; number 3, C, carries -0.615; number 4, C, carries -0.642; number 5, C, carries 0.734